Density functional theory data (ωB97M-V/def2-TZVPD) for a cluster of 4 separate species, H8O3S2 in total.

Structure (ORCA input):
```
! wB97M-V def2-TZVPD RIJCOSX def2/J DEFGRID3
* xyz 0 1
S -0.593 2.622 1.678
S -2.295 1.863 0.725
H -1.296 3.436 2.477
H -2.797 1.417 1.872
H 3.146 -6.515 -1.549
H 3.167 -7.762 -2.426
O 2.569 -7.189 -1.936
H 0.614 0.044 -2.420
H 1.151 0.911 -1.334
O 0.875 0.959 -2.263
H 2.154 -1.679 -0.639
H 1.535 -1.345 0.716
O 1.407 -1.215 -0.233
*
```

## Properties
total energy: -27942.3842 eV
highest occupied orbital energy: -9.06 eV
SMILES string: SS.O.O.O